(1)
Computed, not measured: 6 unconnected molecules or ions with the total composition C24H38O17S, with ωB97M-V/def2-TZVPD.

Cartesian coordinates (Å):
C -4.625 -4.334 -4.101
O -4.485 -10.542 -10.313
H -7.467 -10.356 -2.172
O -11.955 -8.230 -9.111
C -6.326 -5.023 -7.177
H -4.494 -6.303 -5.015
H -2.839 -5.636 -4.429
H -4.669 -8.753 -10.918
H -7.045 -7.065 -8.414
C -9.515 -5.507 -8.194
C -6.638 -9.476 -10.747
H -12.936 -7.396 -6.388
C -13.048 -7.725 -8.402
O -6.252 -8.374 -5.258
H -5.368 -9.303 -7.894
O -4.291 -3.677 -5.269
C -3.852 -2.451 -5.068
O -7.423 -6.058 -3.340
C -4.172 -3.386 -3.051
C -11.030 -5.700 -3.294
H -6.450 -12.607 -1.558
O -3.276 -1.776 -5.940
H -6.798 -5.804 -6.525
O -10.709 -5.419 -8.044
H -7.233 -10.076 -10.192
H -5.980 -9.204 -1.132
H -6.671 -9.601 -11.780
C -11.169 -8.828 -8.316
H -11.769 -6.492 -3.195
O -10.038 -9.239 -8.677
H -15.344 -8.106 -8.277
S -8.651 -6.777 -3.029
H -10.160 -8.260 -4.318
H -3.921 -6.127 -3.122
O -8.588 -4.704 -7.746
H -11.112 -5.908 -5.534
O -5.444 -8.735 -3.124
C -10.376 -5.941 -4.706
H -5.203 -5.217 -7.402
O -6.694 -10.115 -4.031
C -12.780 -8.294 -6.968
C -5.165 -9.377 -10.155
H -8.871 -7.223 -5.203
C -5.476 -9.711 -2.028
H -14.184 -9.572 -8.762
C -6.540 -10.651 -2.748
O -3.671 -9.815 -8.459
H -3.088 -3.412 -2.816
H -7.158 -4.291 -9.009
H -9.428 -4.795 -2.603
H -6.536 -4.145 -6.595
H -13.447 -8.893 -6.634
H -5.655 -4.422 -3.947
H -5.597 -12.420 -3.184
C -4.863 -9.051 -8.636
H -12.994 -6.717 -8.507
C -9.744 -5.687 -2.398
O -4.053 -2.144 -3.689
H -9.976 -6.116 -1.454
H -4.619 -3.417 -2.103
C -6.457 -12.194 -2.660
O -2.934 -11.738 -9.284
O -8.895 -6.391 -8.999
C -6.087 -9.044 -4.243
H -9.776 -5.083 -5.091
C -3.567 -10.732 -9.333
H -6.996 -8.526 -10.858
C -7.298 -4.917 -8.286
H -14.609 -7.960 -9.940
H -6.815 -5.998 -9.829
H -4.745 -7.877 -8.693
H -7.245 -12.782 -3.141
C -3.891 -5.758 -4.179
C -14.434 -8.426 -8.935
C -7.433 -6.253 -8.929
H -11.269 -4.671 -3.236
C -9.581 -7.247 -4.492
O -11.536 -8.913 -7.084
H -4.561 -10.209 -1.875
O -8.647 -7.927 -2.099

Calculated values
E_LUMO: 0.23 eV
E_tot: -71138.773 eV
SMILES: C[C@H]1COC(=O)O1.C[C@H]1COC(=O)O1.C[C@H]1COC(=O)O1.C[C@H]1COC(=O)O1.C[C@H]1COC(=O)O1.O=S1(=O)CCCC1
Charge: 0
Energy above the lowest of the compared OMol25 structures with the same formula, charge and spin: 0.916 eV
Molecular weight: 630.6 g/mol
HOMO: -0.376 Ha

---

(2)
Computed, not measured: a molecular structure, C24H38PRe, with ωB97M-V/def2-TZVPD.

Cartesian coordinates (Å):
H 0.205 0.420 4.639
H 3.049 0.374 2.748
H 2.161 -2.432 2.748
H 2.817 1.435 1.329
H 2.582 2.089 2.972
H 0.502 -3.087 2.805
C -2.242 1.014 0.729
H -2.720 1.242 -2.581
C -3.084 0.845 -1.627
C -2.525 1.650 -0.461
H 0.679 3.046 3.081
P 0.683 0.756 2.271
H -0.284 -2.056 -3.349
H -1.345 -3.547 1.541
C 2.095 -1.767 0.019
H -4.099 3.144 -0.274
H -0.706 2.775 2.005
C -1.151 -3.647 0.465
H 2.640 -0.096 -2.267
H -1.770 -0.700 1.885
H -0.163 1.895 -4.659
H -2.360 1.559 1.666
H -4.192 0.889 -1.661
C 1.156 -2.480 0.846
H -2.064 -3.382 -0.082
C 2.458 1.202 2.339
C -3.018 3.072 -0.484
C 1.526 -1.639 -1.287
H -0.748 2.147 3.662
H -2.859 3.499 -1.479
H 4.216 -1.917 -0.211
C 1.423 -3.039 2.211
C -0.055 0.935 -2.728
H 3.170 -1.731 -2.653
H -2.495 3.693 0.244
H -0.039 4.214 -3.715
H -0.003 4.500 -1.205
C 0.230 -2.259 -1.277
C 3.482 -1.356 0.381
C -1.813 -0.381 0.836
H 1.373 -0.800 4.044
H -0.171 2.350 0.227
H -2.422 -1.086 0.258
Re 0.263 -0.702 0.150
C 0.002 1.099 -1.344
C -0.069 3.347 -3.052
H 3.691 -1.530 1.438
H -0.758 -3.601 -2.629
C -0.279 2.361 -0.877
H 1.674 -1.095 -3.357
H -0.094 -0.049 -3.179
C -0.002 -2.777 0.045
H -2.815 -0.221 -1.585
C 2.285 -1.112 -2.455
C 0.454 -0.251 3.805
C -0.666 -2.520 -2.440
H -0.369 -0.968 3.676
C -0.083 3.512 -1.671
H 3.649 -0.295 0.166
C -0.100 2.326 2.794
H -0.935 -4.708 0.261
C -0.113 2.051 -3.578
H 1.825 -4.064 2.143
H -1.678 -2.146 -2.263

Calculated values
2S+1: 4
E_LUMO (spin up / spin down): -2.33 / -5.08 eV
E_tot: -36913.713 eV
Charge: +1
<S²>: 3.767
Molecular weight: 543.7 g/mol
HOMO (spin up / spin down): -0.391 / -0.381 Ha

---

(3)
Computed, not measured: a molecular structure, C24H39B2Be2ClF5I2LiN3NbO9, with ωB97M-V/def2-TZVPD.

Cartesian coordinates (Å):
F -5.982 5.393 0.258
C -7.624 2.727 -1.578
H 3.985 3.589 3.512
H -0.104 -10.060 -2.712
H -1.951 -0.815 0.548
H -1.609 8.298 0.920
H 2.818 5.045 3.782
H -0.907 -0.422 -1.022
H -3.523 -4.887 -2.449
C -2.634 -5.055 -1.836
C 5.721 -6.596 -3.412
N -8.439 2.027 -2.607
N 4.241 -5.177 -2.554
O 3.957 0.755 3.487
C 0.115 0.260 0.913
C -1.899 7.203 1.279
H 3.762 -4.318 -2.316
Cl 5.984 4.206 -0.698
H 0.095 6.941 2.635
Li 3.584 -8.128 -4.989
C 4.763 -7.334 -2.676
C -0.317 1.267 2.128
H 5.029 4.705 0.678
F -4.696 3.415 -0.369
C 5.372 -5.267 -3.323
I 0.654 -1.790 1.614
B 3.107 3.955 0.456
Nb 1.321 2.620 2.939
H 2.981 -6.577 -1.545
I -1.233 -0.041 3.687
C 2.949 3.895 4.002
F -5.690 3.532 1.902
H 0.735 -8.744 -3.575
H 5.832 -4.380 -3.738
C -0.195 4.055 3.846
N -1.840 -3.850 -1.858
H 3.757 -0.274 1.259
Be -0.316 8.899 2.571
H -1.140 -3.971 -5.306
H 3.350 2.452 7.928
H -6.660 2.968 -2.029
H 1.200 1.675 4.523
C -1.282 0.014 0.024
H -1.865 1.006 -0.191
H -1.244 1.890 1.706
H -4.064 7.091 -0.013
C 3.157 3.084 6.937
O 3.505 3.289 -0.812
H 4.725 1.397 3.480
H 0.248 -5.660 -2.012
H -1.043 -8.855 -3.648
H 0.790 3.452 0.139
O 3.303 0.598 1.073
H -2.261 -2.991 -1.524
C -3.315 6.543 0.727
C 3.037 3.526 5.597
H -2.941 -5.240 -0.803
C -2.652 4.214 2.251
H -8.164 3.631 -1.289
C -3.669 5.033 1.260
H -7.493 2.065 -0.719
C -0.893 6.374 2.297
C -1.199 4.815 2.825
H 1.190 -4.616 -3.092
O -8.677 2.649 -3.648
O -1.292 -4.898 -5.274
C -0.553 -3.693 -2.279
H 1.209 4.916 1.245
H -2.943 3.119 2.626
O -0.255 -8.190 -1.867
H -0.339 -5.304 -3.671
O -0.025 -2.584 -2.227
B 3.018 1.193 2.392
C 3.860 -6.433 -2.159
H 0.880 0.695 0.142
C 0.177 -4.901 -2.796
H -1.063 -8.451 -1.392
C -5.086 4.319 0.772
F -1.052 3.252 4.796
Be 5.384 4.791 2.714
H 4.004 2.437 -0.645
H 6.573 -6.992 -3.950
H -2.089 -5.921 -2.214
C 1.522 3.812 0.988
F 0.431 5.116 4.713
H 4.736 -8.407 -2.538
O -8.816 0.878 -2.345
O 4.144 4.753 1.144
C -0.165 -9.012 -3.016

Calculated values
E_LUMO: -10.28 eV
E_tot: -94589.495 eV
Charge: +2
Molecular weight: 1037.3 g/mol
HOMO: -0.419 Ha

---

(4)
Computed, not measured: a single C24H39BF6N5O6PS molecule, with ωB97M-V/def2-TZVPD.

Cartesian coordinates (Å):
O -5.982 -2.915 1.992
B 1.472 -0.807 2.478
H -5.898 -0.203 1.892
H 0.228 -1.964 6.749
H -1.701 -3.909 0.662
H 0.541 3.491 0.462
H 0.376 -1.227 -3.757
H -0.540 -2.515 -0.767
C -1.462 -2.917 1.223
H -0.955 5.441 2.251
H -1.087 -3.195 2.268
C 2.155 1.952 -1.590
F 3.144 -3.155 2.813
C -0.660 5.484 0.236
F 4.294 -2.930 0.853
H -0.054 2.327 -2.255
C -2.310 0.859 -3.013
H -0.142 -0.073 4.728
F -2.529 1.225 -0.514
H -1.581 4.098 1.442
F 4.196 -1.163 2.486
C 4.324 -2.185 -2.201
H 0.997 -3.404 1.566
C 3.096 -0.528 -0.962
F -3.898 2.559 -2.011
N -1.526 5.135 1.432
O 3.104 -1.829 -1.596
C -2.902 1.523 -1.878
C -5.569 -0.700 0.894
H 1.309 1.213 2.282
H 1.299 2.935 -3.445
C -1.500 -0.534 -2.766
C 2.220 0.407 -2.033
H -3.138 -3.521 -1.275
H -6.386 -0.667 0.086
C 0.981 2.820 -2.335
C 0.950 4.286 -1.596
C -0.338 -2.141 0.318
H 0.238 6.154 0.506
H -1.990 -1.326 -3.442
H 5.347 0.446 -2.345
C -0.045 -2.183 5.650
N 5.362 -2.408 -2.798
C 0.550 -1.008 4.696
O 4.134 1.852 -4.503
H -2.711 -1.220 0.464
H 0.282 0.433 -1.167
N 0.799 -0.123 -1.862
C 2.184 -1.486 1.125
C 3.259 1.082 -4.021
H -1.657 -0.779 -1.660
C -4.024 -2.929 -0.804
P 4.817 0.371 -0.990
C -5.231 -2.243 1.227
H 0.501 -3.149 5.348
H 0.051 0.673 -3.813
N -4.005 -2.926 0.688
H 1.612 -0.740 5.079
H -3.047 -1.718 2.300
H 0.572 5.088 -2.334
C -2.861 -2.081 1.222
C -0.051 4.096 -0.318
H 1.536 -3.294 -0.181
C 1.145 -2.640 0.700
O 0.547 -1.513 3.322
H 2.038 4.507 -1.263
H -0.489 -1.006 0.286
N 2.578 0.140 -3.453
O 2.383 -0.381 0.258
H -4.978 -3.442 -1.228
C 0.082 -0.287 -3.152
H -4.642 -0.094 0.548
H 3.115 2.559 -1.733
H -0.945 3.444 -0.643
S 6.198 -0.437 0.095
H -1.174 -2.338 5.535
H 1.897 2.041 -0.456
F -2.438 1.391 -4.357
O 1.778 0.578 2.870
H -1.321 5.944 -0.599
C 3.484 -2.205 1.761
H -3.950 -1.861 -1.272
H 4.697 1.743 -0.515

Calculated values
E_LUMO: -0.23 eV
E_tot: -82350.919 eV
SMILES: CCOB(O)[C@@](CCCCN(C)C(C)=O)(O[C@](OC#N)([PH2]=S)[C@@](CCCCCN)(N=C=O)NCCC(F)=C(F)F)C(F)(F)F
Charge: 0
Molecular weight: 681.4 g/mol
HOMO: -0.322 Ha

---

(5)
Computed, not measured: a molecular structure, C24H39BN5O8PSe2SiW, with ωB97M-V/def2-TZVPD.

Cartesian coordinates (Å):
C 1.908 0.017 -3.880
C -0.776 2.502 0.984
C 0.057 -2.257 -3.815
O 1.880 3.397 3.128
H -2.036 2.851 -2.134
C 4.209 1.647 -0.721
H -0.856 -1.670 -3.880
H 4.844 2.482 -0.986
H 2.722 0.512 -3.358
Se 1.372 -1.408 -2.684
O -2.398 5.076 4.777
H 1.774 -4.984 0.431
H -0.024 -4.240 2.263
C -2.157 2.474 0.903
H -1.656 -4.140 -1.723
C -3.369 -1.580 -2.287
N -3.026 4.494 3.923
P -2.463 -2.069 -0.831
C 2.156 -4.010 0.116
H -1.910 -4.235 0.035
C -2.235 3.771 2.896
H -3.299 -4.272 -1.070
C 3.911 -0.513 0.310
N -0.670 -0.158 1.532
C 4.732 0.530 -0.082
H -0.187 -2.672 3.039
Se -0.630 0.930 -2.844
H 4.283 -1.353 0.872
H -4.433 -1.687 -2.069
H -1.577 2.953 -3.847
C 2.865 1.712 -1.035
C -2.907 3.140 1.866
H -3.168 -0.541 -2.528
C -1.213 2.770 -2.838
H 2.688 2.952 -2.757
C -0.034 -3.162 2.076
C -2.789 1.537 -0.074
C 2.572 -0.392 -0.006
C -2.308 -3.846 -0.901
H 2.810 -1.417 3.081
N 1.477 -1.162 0.361
H 5.790 0.491 0.144
H -0.412 3.454 -2.582
H -4.241 -1.037 0.369
O -0.069 1.975 -0.054
O 1.718 1.672 1.845
C -0.141 3.011 2.106
O -2.017 0.558 -0.573
H -3.120 -2.234 -3.123
C -0.864 3.690 3.068
N 1.274 2.686 2.376
H 0.248 0.701 -5.117
O -4.217 4.579 3.722
C 2.829 -2.441 2.703
N 2.094 0.638 -0.743
C -3.400 -1.674 0.640
H 0.581 -0.565 4.469
H -0.148 -3.238 -3.397
C 2.305 2.901 -1.735
H 2.317 -0.429 -4.786
H -3.761 -2.602 1.085
H -0.727 0.988 4.555
H -2.789 -1.147 1.366
C 0.767 0.979 -4.202
H -3.988 3.141 1.829
H 3.853 -2.705 2.439
B -0.537 -0.163 4.227
H 2.537 -3.091 3.533
H -0.388 4.107 3.944
H -1.415 -0.907 4.602
H 1.226 2.884 -1.746
H 2.633 3.811 -1.231
W 0.067 0.070 -0.304
H 3.244 -4.089 0.067
H 1.796 -3.826 -0.897
O -3.957 1.580 -0.362
C -0.614 -0.163 2.703
H -0.893 -2.942 1.447
Si 1.608 -2.722 1.338
H 1.126 2.001 -4.311
H 0.510 -2.375 -4.797
O -0.963 -1.546 -0.859

Calculated values
E_LUMO: -8.22 eV
E_tot: -199695.962 eV
Charge: +2
Energy above the lowest of the compared OMol25 structures with the same formula, charge and spin: 1.126 eV
Molecular weight: 937.2 g/mol
HOMO: -0.535 Ha

---

(6)
Computed, not measured: a molecular structure, C24H39ClEuN2O2Si, with ωB97M-V/def2-TZVPD.

Cartesian coordinates (Å):
H -2.584 3.427 -1.700
C -2.514 0.044 -0.916
C -1.367 -2.977 -0.083
C 4.355 1.096 -0.906
C -0.849 -3.423 2.988
C 3.815 0.175 1.916
H 1.369 3.944 0.186
H 3.727 1.235 2.208
H -2.757 -2.232 -5.044
H -0.091 4.136 3.591
H -0.264 -4.043 3.659
C 1.625 0.104 -0.426
H -2.745 2.345 -5.027
Eu -0.286 0.017 1.067
O -0.633 4.186 -0.276
H 3.255 -0.429 2.653
H -2.711 0.057 -4.991
C -1.313 3.049 -0.102
C 1.183 -2.221 2.239
C -0.033 -3.024 1.778
H 1.785 1.843 1.311
H 1.259 1.190 -0.710
H -2.566 -3.340 -1.735
C -2.435 -2.535 -1.048
H 1.875 -2.871 2.765
H 4.877 -0.116 1.992
H 3.458 -2.670 0.361
H -1.047 2.621 3.463
H -1.844 3.259 -3.793
H 0.562 5.209 1.186
O -0.712 -4.135 -0.221
H 1.166 -0.580 -1.244
H -1.595 4.071 2.594
C -2.355 1.237 -1.703
H -1.740 -3.948 2.627
H -3.288 2.515 -0.362
C -0.712 3.526 2.943
H 1.983 2.894 2.692
H 5.031 -1.891 -0.022
H 4.193 0.899 -1.978
H -1.853 -3.156 -3.821
C -2.662 2.532 -3.946
H 4.044 2.133 -0.682
H 0.407 -5.168 1.288
C 1.269 2.261 2.179
H 0.920 -1.404 2.926
C 0.066 3.088 1.724
C -2.419 2.616 -1.029
C -2.449 1.244 -3.153
C -2.358 -1.148 -1.709
C 3.948 -1.888 -0.247
H 0.994 1.449 2.864
H -2.856 0.050 0.176
Si 3.376 -0.134 0.093
H 3.810 -2.129 -1.316
C 0.466 4.196 0.749
N -1.011 -2.254 0.909
C -2.518 0.052 -3.892
H 1.285 -3.946 0.292
H -3.600 3.041 -3.647
H 1.727 -1.812 1.379
Cl -1.260 0.068 3.586
C -2.671 -2.426 -3.964
C 0.357 -4.160 0.832
C -2.452 -1.144 -3.161
H -3.607 -2.937 -3.665
H 5.419 0.958 -0.652
N -0.943 2.324 0.887
H -1.172 -2.503 3.489
H -3.333 -2.447 -0.419

Calculated values
2S+1: 7
E_LUMO (spin up / spin down): 2.71 / 2.69 eV
E_tot: -72323.937 eV
Charge: -1
<S²>: 12.030
Molecular weight: 603.1 g/mol
HOMO (spin up / spin down): -0.027 / -0.050 Ha